1:
Density functional theory data (ωB97M-V with the def2-TZVPD basis set) for a structure of composition C4H2N2O.

Its net charge is 0. The calculation puts the gap between HOMO and LUMO at 0.3512 Eh. For the lowest unoccupied orbital energy, the calculation gives -1.64 eV. The calculation puts the highest occupied orbital energy at -11.2 eV.

Last column: Mulliken charge in e.
Geometry (Å):
N1 0.98964 -1.30375 -0.14900  -0.35
C1 1.03691 -0.06899 0.40444  0.40
O1 2.04201 0.59584 0.51386  -0.56
C2 -0.28146 0.48693 0.90702  0.67
C3 -0.73438 1.62886 1.37271  -0.33
C4 -1.57105 -0.15330 1.04411  0.03
N2 -2.60802 -0.66422 1.16170  -0.31
H1 0.14460 -1.83725 -0.27781  0.21
H2 1.85847 -1.66907 -0.51308  0.23

=====

2:
Density functional theory data (ωB97M-V with the def2-TZVPD basis set) for an isolated molecule of C4H2N2O.

Its net charge is 0. The calculation puts the gap between HOMO and LUMO at 0.3574 Eh. For the lowest unoccupied orbital energy, the calculation gives 0.11 eV. The calculation puts the highest occupied orbital energy at -9.6 eV.

Last column: Mulliken charge in e.
Geometry (Å):
C1 0.21962 1.12387 -0.52140  -0.15
C2 -0.84624 0.25913 -0.75813  -0.17
C3 2.07365 0.01559 0.87192  -0.15
C4 -0.39197 -1.54813 0.78758  0.59
N1 1.25875 0.63236 0.30086  -0.08
N2 -0.90492 -0.95755 -0.10105  -0.35
O1 -0.04132 -2.26634 1.61595  -0.37
H1 0.34886 2.26464 -0.79923  0.29
H2 -1.71643 0.47642 -1.39650  0.39

=====

Least stable of them? 1.

=====

1:
Density functional theory data (ωB97M-V with the def2-TZVPD basis set) for a cluster of 2 separate species, C3H3OP in total.

Its net charge is 0. The calculation puts the gap between HOMO and LUMO at 0.3602 Eh. For the lowest unoccupied orbital energy, the calculation gives 0.25 eV. The calculation puts the highest occupied orbital energy at -9.5 eV. The SMILES is C=C=O.C#P.

Last column: Mulliken charge in e.
Geometry (Å):
C1 3.03456 1.03579 0.41187  -0.86
C2 2.14459 0.08617 0.46201  0.69
O1 1.34196 -0.76304 0.31748  -0.36
H1 2.82987 1.86375 -0.17679  0.29
H2 3.76777 1.01760 1.17482  0.24
C3 -2.31834 2.90353 -0.44822  -0.09
P1 -0.94941 2.25741 -0.22969  -0.23
H3 -3.37598 2.98785 -0.24804  0.31

=====

2:
Density functional theory data (ωB97M-V with the def2-TZVPD basis set) for an isolated molecule of C3H3OP.

Its net charge is 0. The calculation puts the gap between HOMO and LUMO (spin up / spin down) at 0.2665 / 0.2639 Eh. For the lowest unoccupied orbital energy (spin up / spin down), the calculation gives -1.27 / -1.32 eV. The calculation puts the highest occupied orbital energy (spin up / spin down) at -8.5 / -8.5 eV.

Last column: Mulliken charge in e.
Geometry (Å):
C1 0.54984 -0.18146 0.41026  -0.59
C2 1.56227 0.54955 0.13684  0.65
C3 -0.84288 -0.20503 -0.28976  -0.64
O1 2.52507 1.11281 -0.20587  -0.38
P1 -2.49158 0.80683 0.05902  0.08
H1 0.52337 -0.92160 1.15480  0.29
H2 -1.15192 -1.20339 0.11044  0.25
H3 -0.67418 0.04229 -1.37573  0.34

=====

Least stable of them? 2.

=====

1:
Density functional theory data (ωB97M-V with the def2-TZVPD basis set) for a structure of composition C4H14N2O3.

Its net charge is 0. The calculation puts the gap between HOMO and LUMO at 0.3130 Eh. For the lowest unoccupied orbital energy, the calculation gives -0.16 eV. The calculation puts the highest occupied orbital energy at -8.7 eV.

Last column: Mulliken charge in e.
Geometry (Å):
O1 -0.82385 -0.70050 -1.23191  -0.73
H1 -1.73243 -0.70611 -1.53304  0.34
H2 -0.43719 0.06884 -1.65005  0.40
C1 1.02282 -2.48480 -0.61268  0.42
O2 2.08669 -3.06810 -0.35343  -0.74
N1 0.81535 -2.08105 -1.80725  -0.38
N2 0.06458 -2.09706 0.17077  -0.35
H3 1.36827 -2.33155 -2.61449  0.12
H4 -0.06696 -1.59080 -1.84317  0.47
H5 0.13361 -2.18607 1.17447  0.17
H6 -0.67381 -1.55586 -0.25583  0.39
C2 -1.25101 0.79342 0.62138  -0.73
C3 -0.29158 1.83826 1.26050  0.31
C4 1.21511 1.54414 0.92181  -1.16
O3 -0.78934 3.03459 0.69734  -0.56
H7 -1.34900 -0.11986 1.20824  0.34
H8 -0.95583 0.44397 -0.36799  -0.35
H9 -2.28147 1.13422 0.52080  0.47
H10 -0.56384 1.84256 2.31594  0.27
H11 1.34146 1.60435 -0.15916  0.29
H12 1.53962 0.54753 1.22107  0.30
H13 1.92318 2.31978 1.21359  0.38
H14 -0.29434 3.75009 1.10309  0.33

=====

2:
Density functional theory data (ωB97M-V with the def2-TZVPD basis set) for a cluster of 3 separate species, C4H14N2O3 in total.

Its net charge is 0. The calculation puts the gap between HOMO and LUMO at 0.3546 Eh. For the lowest unoccupied orbital energy, the calculation gives 0.70 eV. The calculation puts the highest occupied orbital energy at -8.9 eV. The SMILES is CN(C=O)CCN.O.O.

Last column: Mulliken charge in e.
Geometry (Å):
C1 0.30262 0.79666 1.83582  -0.90
N1 0.93626 1.05875 0.55382  0.16
C2 0.14166 1.28280 -0.52478  -0.21
O1 -1.06888 1.24921 -0.50260  -0.53
C3 2.28767 0.58555 0.30845  -0.89
C4 2.40932 -0.81130 -0.26788  -0.28
N2 1.81018 -1.02532 -1.55110  -0.42
H1 1.06696 0.76408 2.60902  0.30
H2 -0.30871 -0.10212 1.77545  0.35
H3 -0.43734 1.58056 1.98054  0.28
H4 0.75954 1.53815 -1.39268  0.49
H5 2.79892 1.32865 -0.30385  0.37
H6 2.87202 0.61772 1.23791  0.36
H7 3.47369 -1.02378 -0.37492  0.38
H8 2.06793 -1.50631 0.51261  0.21
H9 2.29737 -1.66883 -2.14088  0.18
H10 0.81798 -0.91327 -1.64452  0.18
O2 -3.16645 -0.01723 1.15161  -0.58
H11 -2.75574 0.83099 1.32111  0.29
H12 -3.31274 -0.57868 1.91370  0.30
O3 -2.60262 -2.24302 -1.23778  -0.65
H13 -2.68094 -1.76944 -2.07399  0.30
H14 -2.98907 -1.62548 -0.59218  0.32

=====

Least stable of them? 1.

=====

1:
Density functional theory data (ωB97M-V with the def2-TZVPD basis set) for a cluster of 2 separate species, FH3N2OS in total.

Its net charge is 0. The calculation puts the gap between HOMO and LUMO (spin up / spin down) at 0.2772 / 0.3246 Eh. For the lowest unoccupied orbital energy (spin up / spin down), the calculation gives -1.42 / -0.16 eV. The calculation puts the highest occupied orbital energy (spin up / spin down) at -9.0 / -9.0 eV.

Last column: Mulliken charge in e.
Geometry (Å):
N1 0.57687 1.13671 0.47206  -0.62
N2 -0.75855 -0.88554 -1.10756  0.09
O1 -0.56055 -1.51963 -0.01438  -0.04
F1 -0.22294 -1.64926 -2.11407  -0.16
S1 -1.01108 -0.88068 1.37879  0.02
H1 0.06979 1.49665 -0.31787  0.25
H2 1.50670 0.78243 0.31905  0.21
H3 0.39976 1.51933 1.38398  0.26

=====

2:
Density functional theory data (ωB97M-V with the def2-TZVPD basis set) for an isolated molecule of FH3N2OS.

Its net charge is 0. The calculation puts the gap between HOMO and LUMO at 0.3618 Eh. For the lowest unoccupied orbital energy, the calculation gives 0.16 eV. The calculation puts the highest occupied orbital energy at -9.7 eV. The SMILES is NN(F)OS.

Last column: Mulliken charge in e.
Geometry (Å):
N1 0.34649 1.23819 0.60243  -0.45
N2 -0.10031 0.20304 -0.15454  0.25
F1 0.62079 0.33825 -1.51849  -0.33
O1 0.09066 -1.00784 0.40181  -0.19
S1 -1.16087 -2.09514 0.40362  0.01
H1 1.25638 1.27564 1.13136  0.25
H2 0.23678 2.06206 0.05983  0.27
H3 -1.28993 -2.01420 -0.92602  0.18

=====

Least stable of them? 1.

=====

1:
Density functional theory data (ωB97M-V with the def2-TZVPD basis set) for a cluster of 3 separate species, C4H8ClNO in total.

Its net charge is 0. The calculation puts the gap between HOMO and LUMO at 0.4098 Eh. For the lowest unoccupied orbital energy, the calculation gives 0.96 eV. The calculation puts the highest occupied orbital energy at -10.2 eV.

Last column: Mulliken charge in e.
Geometry (Å):
C1 0.59495 -1.02459 1.76524  -0.33
C2 -0.62325 1.35128 0.87898  -0.88
C3 -1.36369 -0.22440 -0.89398  -1.20
C4 -0.28136 0.68862 -0.38480  0.86
N1 1.67644 -1.13322 1.40294  -0.08
O1 0.80520 0.65989 -0.89360  -0.63
Cl1 2.27014 -1.82060 -1.96174  -0.25
H1 -1.73367 1.58702 0.91642  0.31
H2 -0.10486 2.38131 1.04602  0.30
H3 -0.31147 0.76623 1.74164  0.31
H4 -1.86573 -0.60280 0.05306  0.31
H5 -2.20015 0.29127 -1.40522  0.36
H6 -1.04204 -0.87104 -1.67806  0.36
H7 2.58681 -1.13153 0.87429  0.35
H8 1.59268 -0.91743 -1.46119  0.23

=====

2:
Density functional theory data (ωB97M-V with the def2-TZVPD basis set) for a structure of composition C4H8ClNO.

Its net charge is 0. The calculation puts the gap between HOMO and LUMO at 0.3529 Eh. For the lowest unoccupied orbital energy, the calculation gives 0.76 eV. The calculation puts the highest occupied orbital energy at -8.8 eV.

Last column: Mulliken charge in e.
Geometry (Å):
C1 1.52666 -0.38775 -0.25361  0.42
C2 -1.51791 -1.04283 0.30786  -0.86
C3 -1.39138 0.45276 -0.09659  -0.38
C4 -0.06150 0.76555 -0.73810  -0.24
N1 2.14764 0.09458 0.81413  -0.40
O1 1.72245 -1.32164 -1.01336  -0.53
Cl1 0.57099 2.30651 -0.32433  -0.23
H1 -0.59976 -1.62716 -0.08572  0.22
H2 -1.66193 -1.20502 1.41746  0.25
H3 -2.40747 -1.45691 -0.09381  0.32
H4 -1.22438 1.04282 0.75887  0.21
H5 -2.23725 0.93412 -0.63704  0.36
H6 -0.03917 0.65405 -1.93068  0.32
H7 2.03807 1.01714 1.15306  0.24
H8 3.13495 -0.22623 0.72187  0.29

=====

Least stable of them? 1.